1.
The following is a DFT calculation (ωB97M-V with the def2-TZVPD basis set) of 2 unconnected molecules or ions with the total composition C4H9N2O2.

Properties
F_max, eV/Å: 1.5
Energy relative to the best compared isomer or geometry (same formula, charge and spin), kcal/mol: 68.5
Total charge: -1
Gap between HOMO and LUMO, eV: 7.3
Multiplicity: 1
HOMO, eV: -3.30
LUMO level, Eh: 0.14579
Calculated total energy, a.u.: -417.7734

```
17
Properties=species:S:1:pos:R:3:forces:R:3
C 0.9185 0.2393 0.8419 0.384 -0.775 -0.134
N 0.6984 -1.0514 0.1992 0.060 0.311 0.224
C 1.4332 -2.1535 0.2795 -0.045 -0.801 -0.086
O 1.0225 -3.2983 0.0863 -0.070 0.080 -0.199
C -0.4397 1.0252 0.7977 0.061 0.531 0.518
N -1.4930 0.3854 0.0766 1.472 0.177 -0.409
C -1.0766 0.9514 -1.8707 -0.791 -0.943 -0.130
O -0.6637 2.0990 -1.9650 0.232 0.720 0.147
H 1.2292 0.0742 1.8756 0.006 0.029 0.145
H 1.7250 0.7833 0.3580 0.047 0.186 -0.242
H -0.3045 -1.1008 -0.0537 -0.178 -0.054 0.046
H 2.5127 -2.0650 0.4945 -0.025 0.631 0.249
H -0.6886 1.2400 1.8472 -0.171 -0.109 0.000
H -0.1834 2.0120 0.3859 -0.128 -0.016 -0.262
H -2.1981 0.0960 0.7145 -0.946 -0.111 0.201
H -0.3865 0.0967 -1.9183 0.114 -0.008 0.034
H -2.1056 0.6665 -2.1493 -0.021 0.151 -0.102
```
Positions in Å, forces in eV/Å.

***

2.
The following is a DFT calculation (ωB97M-V with the def2-TZVPD basis set) of a molecular structure, C31H35N4ScSe4.

Properties
F_max, eV/Å: 1.1
Energy relative to the best compared isomer or geometry (same formula, charge and spin), kcal/mol: 8.4
Gap between HOMO and LUMO, eV: 5.3
Multiplicity: 1
HOMO, eV: -6.45
LUMO level, Eh: -0.04311
Calculated total energy, a.u.: -11787.9107

```
75
Properties=species:S:1:pos:R:3:forces:R:3
Sc -0.0911 1.0500 -0.7359 0.048 0.814 -0.805
C 2.9737 -0.5744 1.0586 -0.104 -0.093 -0.080
C 3.0564 -1.3630 -0.2170 -0.149 -0.067 0.200
C 4.2953 -1.8216 -0.6394 0.061 -0.040 -0.054
C 4.4306 -2.5819 -1.7878 -0.034 0.021 0.021
C 3.3059 -2.8885 -2.5287 0.053 -0.002 0.025
C 2.0414 -2.4648 -2.1356 -0.241 0.129 0.017
C 0.8814 -2.8368 -3.0250 0.038 -0.032 0.163
C 1.9155 -1.7023 -0.9601 0.667 -0.161 -0.225
N 0.6329 -1.2054 -0.5830 -0.945 -0.157 0.307
C -0.2990 -2.0449 -0.2786 1.008 -0.058 -0.001
C -0.0432 -3.4953 0.0255 0.053 0.021 -0.113
C -1.7062 -1.5756 -0.1772 -0.886 0.326 0.003
C -2.7702 -2.6293 -0.0454 0.052 -0.046 0.073
N -1.9706 -0.3258 -0.2797 0.257 -0.546 0.305
C -3.3402 0.1024 -0.1450 -0.531 0.211 0.070
C -3.8424 0.3822 1.1346 0.217 0.031 -0.053
C -2.9974 0.2249 2.3667 -0.050 0.021 -0.075
C -5.1437 0.8462 1.2615 0.015 0.017 -0.011
C -5.9508 1.0222 0.1521 -0.058 0.025 0.003
C -5.4592 0.7039 -1.0980 -0.004 -0.032 0.035
C -4.1630 0.2291 -1.2687 0.192 -0.123 0.008
C -3.6997 -0.1349 -2.6471 -0.099 0.200 -0.053
H 3.9624 -0.2157 1.3380 -0.008 0.039 0.018
H 2.5948 -1.1956 1.8751 0.009 0.007 0.015
H 2.3177 0.2869 0.9497 0.092 0.053 -0.017
H 5.1730 -1.5650 -0.0592 -0.026 0.031 0.019
H 5.4075 -2.9244 -2.1035 -0.008 0.013 -0.018
H 3.3954 -3.4672 -3.4405 -0.001 0.017 -0.002
H 1.1513 -2.6514 -4.0633 -0.062 -0.006 -0.010
H -0.0146 -2.2565 -2.8156 -0.015 -0.088 -0.031
H 0.6438 -3.8989 -2.9229 -0.016 -0.028 0.006
H 1.0186 -3.7160 -0.0125 0.023 -0.008 -0.030
H -0.5662 -4.1558 -0.6652 -0.001 -0.020 -0.021
H -0.4063 -3.7216 1.0308 -0.072 0.028 -0.025
H -2.6985 -3.3292 -0.8800 0.014 -0.027 0.014
H -3.7605 -2.1853 -0.0491 0.021 0.004 0.006
H -2.6444 -3.2005 0.8759 0.013 -0.030 -0.019
H -2.1688 0.9282 2.3449 -0.016 0.011 0.041
H -2.5805 -0.7820 2.4541 0.023 0.009 0.025
H -3.5897 0.4258 3.2579 -0.010 -0.045 0.009
H -5.5182 1.0840 2.2498 -0.001 -0.027 0.000
H -6.9610 1.3935 0.2672 0.011 0.005 -0.016
H -6.0850 0.8128 -1.9751 -0.007 -0.001 0.002
H -4.5456 -0.4390 -3.2651 -0.005 -0.033 0.053
H -2.9626 -0.9323 -2.6420 0.087 -0.027 -0.077
H -3.2416 0.7345 -3.1215 0.145 -0.074 -0.031
Se -1.6454 3.2573 -0.5899 0.185 -0.295 0.333
Se -1.8316 3.5482 -2.8932 -0.333 0.022 -0.306
Se 0.0509 2.5271 -3.7735 0.174 0.420 -0.008
Se -0.2246 0.2629 -3.4096 -0.138 -0.133 0.480
C 4.4534 3.1685 -1.4858 0.025 0.053 0.005
C 4.0990 1.9706 -2.0883 0.016 -0.089 -0.073
C 2.8607 1.3976 -1.8305 -0.001 0.117 0.134
C 1.9108 1.9915 -0.9774 0.339 -0.212 0.153
C 2.3098 3.2023 -0.3915 -0.034 -0.090 -0.066
C 3.5515 3.7807 -0.6302 -0.033 0.066 0.087
H 5.4106 3.6321 -1.6927 0.015 -0.038 0.012
H 4.7821 1.4791 -2.7731 0.022 0.024 0.015
H 2.6236 0.4677 -2.3364 -0.012 0.028 -0.054
H 1.6216 3.7512 0.2434 -0.011 -0.008 0.018
H 3.8076 4.7178 -0.1474 0.007 0.015 -0.052
N 0.9374 1.6602 5.7534 -0.009 0.017 -0.046
C 0.6372 1.5252 4.4378 -0.017 -0.012 -0.207
C 0.4826 0.2638 3.8439 -0.003 -0.018 0.055
C 0.2288 0.1846 2.4973 -0.012 0.053 -0.003
N 0.0952 1.2439 1.6885 0.055 -0.257 -0.276
C 0.2102 2.4481 2.2663 -0.070 0.160 -0.085
C 0.4817 2.6377 3.5998 -0.028 -0.088 0.156
H 0.9663 0.8552 6.3495 -0.021 0.005 0.060
H 0.9123 2.5663 6.1819 0.022 -0.005 0.052
H 0.5560 -0.6416 4.4331 0.044 0.009 -0.006
H 0.1162 -0.7868 2.0317 0.014 0.005 0.028
H 0.0504 3.3028 1.6202 0.063 -0.025 -0.031
H 0.5682 3.6401 3.9980 -0.009 0.017 -0.049
```
Positions in Å, forces in eV/Å.

***

3.
The following is a DFT calculation (ωB97M-V with the def2-TZVPD basis set) of a single C4H6F2 molecule.

Properties
F_max, eV/Å: 4.1
Energy relative to the best compared isomer or geometry (same formula, charge and spin), kcal/mol: 14.9
Gap between HOMO and LUMO, eV: 11.2
Multiplicity: 1
HOMO, eV: -10.02
SMILES string: C=CCC(F)F
LUMO level, Eh: 0.04219
Calculated total energy, a.u.: -355.7009

```
12
Properties=species:S:1:pos:R:3:forces:R:3
C -1.4435 -0.7538 -1.1343 1.958 0.221 -0.743
C -0.2760 -0.1485 -0.8922 -0.908 -0.629 -1.245
C -0.1554 0.6841 0.3023 3.913 -0.838 0.847
C 1.1715 0.1545 1.0234 -1.298 -1.330 -2.697
F 1.1955 0.3044 2.3255 -0.113 0.268 1.527
F 2.2484 0.8091 0.4996 0.124 0.355 -0.040
H -1.5906 -1.4594 -1.9359 -0.124 0.005 -0.063
H -2.2204 -0.4723 -0.4918 -1.423 -0.064 0.645
H 0.6122 -0.3330 -1.4792 0.035 -0.011 -0.271
H 0.1438 1.7021 0.2012 -0.762 1.109 -0.410
H -0.9813 0.4240 0.8708 -1.516 0.446 1.642
H 1.2959 -0.9111 0.7105 0.114 0.469 0.808
```
Positions in Å, forces in eV/Å.

***

4.
The following is a DFT calculation (ωB97M-V with the def2-TZVPD basis set) of a single C8H7NOP2 molecule.

Properties
F_max, eV/Å: 2.8
Energy relative to the best compared isomer or geometry (same formula, charge and spin), kcal/mol: 85.4
Gap between HOMO and LUMO, eV: 7.3
Multiplicity: 1
HOMO, eV: -8.55
LUMO level, Eh: -0.04760
Calculated total energy, a.u.: -1121.5268

```
19
Properties=species:S:1:pos:R:3:forces:R:3
C -2.2239 1.8831 -0.0329 -2.693 -0.313 0.601
C -2.3407 0.5240 -0.3322 1.227 1.955 -0.524
C -1.0774 2.4496 0.4940 0.253 -0.382 -0.404
C -1.2112 -0.1942 -0.4501 1.720 1.514 1.501
C 0.0805 1.6519 0.5988 -0.407 -0.465 -0.607
C -0.0209 0.3423 0.0415 0.924 1.750 1.947
C 1.1629 -0.4665 0.2382 0.406 -1.474 -1.194
C 2.6424 -2.6356 -0.6169 0.163 0.768 -0.358
N 0.4324 -3.4343 0.1197 -0.110 0.338 -0.131
O 3.4718 -3.3704 -0.5263 1.742 -1.590 0.147
P 2.7121 -0.3037 0.8816 -0.546 -0.441 0.285
P 0.8807 -2.1549 -0.5396 -0.908 1.024 -1.299
H -3.2203 2.4353 -0.0546 1.696 -0.320 0.053
H -3.2105 0.0571 -0.6047 -2.334 -0.621 -0.559
H -1.2612 3.4769 0.7435 0.949 0.414 0.484
H -1.2147 -1.1791 -0.7198 -0.394 -2.476 -0.792
H 1.0955 1.8627 1.0587 -1.809 0.466 -0.632
H 2.5856 0.8177 1.7478 -0.044 0.209 -0.339
H 0.7169 -1.7619 -2.0467 0.167 -0.356 1.820
```
Positions in Å, forces in eV/Å.